# 1
Here is a 2-piece molecular cluster, C29H25BF6O3S overall in a non-equilibrium geometry from the OMol25 dataset. Energies are from the ωB97M-V functional and the def2-TZVPD basis.

Properties
charge = 0
SMILES = Cc1ccc(-c2cc(C(F)(F)F)cc(C(F)(F)F)c2)s1.COc1ccc([C@H](B2OCCO2)c2ccccc2)cc1
E_LUMO = -0.0128 Eh
spin multiplicity = 1
energy = -2368.061999 hartree
relative energy (zero: lowest compared OMol25 entry of this formula, charge and spin) = 0.0332 eV
gap between HOMO and LUMO = 7.528 eV
max |F| = 4.306 eV/Å
highest occupied orbital energy = -7.88 eV

Last column: Mulliken charge in e.
Element x y z (Å)
C (2.5754, 4.1973, -2.8172)  -1.260
C (1.6815, 3.4963, -1.8575)  0.521
C (1.8579, 3.5156, -0.4808)  -1.098
C (0.8177, 2.8730, 0.2328)  0.005
C (-0.1982, 2.3764, -0.5738)  0.180
B (2.8249, -1.4951, 0.6222)  0.809
C (-1.6108, 2.3625, -0.2189)  1.206
C (-2.5722, 1.8744, -1.1267)  -0.853
C (-3.9094, 1.8313, -0.7607)  -0.029
C (-4.8960, 1.3034, -1.7709)  0.802
F (-6.1889, 1.3782, -1.3396)  -0.286
F (-4.8128, 2.0044, -2.9494)  -0.262
F (-4.6507, -0.0169, -2.0696)  -0.251
C (-4.3274, 2.2415, 0.5026)  -1.028
C (-3.3808, 2.7127, 1.4045)  0.220
C (-3.8134, 3.0924, 2.8021)  0.813
F (-2.9190, 2.6516, 3.7476)  -0.240
F (-3.9176, 4.4525, 2.9525)  -0.266
F (-5.0276, 2.5599, 3.1374)  -0.288
C (-2.0517, 2.8564, 1.0340)  -0.921
O (3.5133, -1.6344, -0.5891)  -0.464
C (4.4102, -0.5002, -0.4689)  -0.272
C (4.4712, -0.1240, 1.0225)  -0.413
O (3.5323, -1.0111, 1.7083)  -0.487
S (0.3267, 2.4927, -2.2690)  -0.260
H (2.8754, 5.1672, -2.4039)  0.347
H (3.4881, 3.6052, -2.9752)  0.265
H (2.1125, 4.3548, -3.7961)  0.373
H (2.7038, 4.0193, -0.0142)  0.418
H (0.7763, 2.8243, 1.3126)  0.542
H (-2.2627, 1.4839, -2.0979)  0.352
H (-5.3748, 2.1930, 0.7807)  0.597
H (-1.3408, 3.3114, 1.7165)  0.417
H (5.3777, -0.8495, -0.8454)  0.331
H (4.0295, 0.3689, -1.0541)  0.099
H (5.4675, -0.2912, 1.4455)  0.289
H (4.1791, 0.9299, 1.1971)  0.234
C (1.4006, -6.1924, -2.8359)  -0.705
O (0.1830, -5.4243, -2.6999)  -0.446
C (0.1405, -4.4294, -1.7637)  0.565
C (-0.4302, -3.1994, -2.1771)  -0.751
C (-0.0678, -2.0350, -1.5191)  -0.144
C (0.7238, -2.0987, -0.3645)  -0.306
C (1.2344, -0.8474, 0.3338)  0.568
C (0.4480, -0.6300, 1.5860)  0.371
C (-0.9153, -0.2992, 1.4290)  0.106
C (-1.8080, -0.4349, 2.4899)  -0.679
C (-1.3459, -0.8752, 3.7399)  -0.920
C (0.0249, -1.0862, 3.9247)  -0.772
C (0.9172, -0.9895, 2.8542)  -0.414
C (1.0738, -3.3641, 0.1757)  -0.147
C (0.7721, -4.5397, -0.5000)  -0.934
H (1.3624, -6.5645, -3.8653)  0.250
H (2.3065, -5.5814, -2.7008)  0.300
H (1.3948, -7.0238, -2.1248)  0.302
H (-1.0257, -3.1652, -3.0899)  0.428
H (-0.3428, -1.0466, -1.9139)  0.351
H (1.2793, 0.0275, -0.3269)  -0.234
H (-1.2533, -0.0108, 0.4202)  0.516
H (-2.8637, -0.2106, 2.3166)  0.511
H (-2.0576, -1.0640, 4.5431)  0.393
H (0.4229, -1.3542, 4.8981)  0.433
H (1.9593, -1.2348, 3.0014)  0.525
H (1.5832, -3.4259, 1.1542)  0.373
H (1.1175, -5.5081, -0.1254)  0.321


# 2
Here is C29H25ClIrPTe as an isolated structure in a non-equilibrium geometry from the OMol25 dataset. Energies are from the ωB97M-V functional and the def2-TZVPD basis.

Properties
charge = 0
E_LUMO (alpha / beta) = -0.0011 / -0.0955 Eh
spin multiplicity = 5
energy = -2293.793093 hartree
gap between HOMO and LUMO (alpha / beta) = 3.280 / 5.187 eV
max |F| = 3.141 eV/Å
highest occupied orbital energy (alpha / beta) = -3.31 / -7.79 eV

Last column: Mulliken charge in e.
Element x y z (Å)
C (1.4899, 1.3350, 2.7623)  -0.601
C (0.0926, 1.4016, 2.4470)  -0.282
C (-0.5029, 0.1391, 2.7297)  -0.221
H (-0.4329, 2.2657, 2.0489)  0.507
C (0.5166, -0.7462, 3.2036)  -0.870
C (1.7691, -0.0057, 3.2544)  -0.573
H (2.7453, -0.3913, 3.5367)  0.388
H (2.1923, 2.1523, 2.6564)  0.554
H (-1.5541, -0.1084, 2.5887)  0.557
H (0.3621, -1.7967, 3.4330)  0.428
Ir (1.2897, -0.0989, 1.2357)  1.105
Cl (1.2387, -2.1469, 0.1799)  -0.528
P (-1.1056, -0.1224, -0.7742)  0.821
C (-2.5237, -0.9199, 0.0024)  0.262
C (-3.8156, -0.3660, -0.0716)  -0.303
H (-3.9652, 0.6059, -0.5460)  0.372
C (-4.9083, -1.0674, 0.4422)  -0.549
H (-5.9151, -0.6407, 0.3511)  0.372
C (-4.7096, -2.3184, 1.0483)  -0.695
H (-5.5695, -2.8816, 1.4167)  0.318
C (-3.4161, -2.8511, 1.1834)  -0.557
H (-3.2664, -3.8240, 1.6699)  0.382
C (-2.3244, -2.1436, 0.6856)  -0.480
H (-1.3078, -2.5301, 0.7962)  0.289
C (-1.5929, 1.5836, -1.1135)  0.342
C (-2.0966, 2.3779, -0.0585)  -0.609
H (-2.2647, 1.9357, 0.9276)  0.967
C (-2.3927, 3.7226, -0.2757)  -0.943
H (-2.8035, 4.3280, 0.5421)  0.403
C (-2.1819, 4.2864, -1.5448)  -0.508
H (-2.4430, 5.3318, -1.7226)  0.364
C (-1.6352, 3.5155, -2.5852)  -0.573
H (-1.4753, 3.9578, -3.5755)  0.398
C (-1.3044, 2.1794, -2.3595)  -0.682
H (-0.8378, 1.5824, -3.1479)  0.359
C (-0.8616, -0.9475, -2.3604)  0.549
C (-1.9732, -1.4727, -3.0403)  -0.373
H (-2.9597, -1.4268, -2.5752)  0.354
C (-1.8234, -2.0283, -4.3134)  -0.630
H (-2.7063, -2.3924, -4.8556)  0.385
C (-0.5428, -2.1060, -4.8885)  -0.450
H (-0.4269, -2.5318, -5.8896)  0.345
C (0.5855, -1.6452, -4.1882)  -0.611
H (1.5831, -1.7278, -4.6441)  0.381
C (0.4270, -1.0780, -2.9263)  0.006
H (1.2962, -0.7309, -2.3613)  -0.175
Te (2.7966, 0.9242, -0.5209)  0.047
C (4.3558, 0.3529, 0.7686)  0.315
C (4.9188, 1.3647, 1.5656)  -0.489
C (5.8273, 1.0011, 2.5620)  -0.573
C (6.1543, -0.3475, 2.7609)  -0.437
C (5.5733, -1.3467, 1.9690)  -0.544
C (4.6654, -1.0011, 0.9675)  -0.200
H (4.6249, 2.4009, 1.3941)  0.416
H (6.2807, 1.7776, 3.1787)  0.367
H (6.8679, -0.6234, 3.5375)  0.375
H (5.8247, -2.3974, 2.1225)  0.381
H (4.1613, -1.7595, 0.3705)  0.350


# 3
Here is C29H25FN6O5Rh as an isolated structure in a non-equilibrium geometry from the OMol25 dataset. Energies are from the ωB97M-V functional and the def2-TZVPD basis.

Properties
charge = +3
E_LUMO (alpha / beta) = -0.4079 / -0.3872 Eh
spin multiplicity = 1
energy = -2034.182982 hartree
gap between HOMO and LUMO (alpha / beta) = 4.706 / 5.275 eV
max |F| = 4.407 eV/Å
highest occupied orbital energy (alpha / beta) = -15.81 / -15.81 eV

Last column: Mulliken charge in e.
Element x y z (Å)
Rh (-0.2750, -0.1446, 0.2188)  0.924
O (4.5636, 1.7030, 5.1958)  -0.620
N (3.4469, 2.0564, 5.4687)  1.100
O (3.0887, 2.6127, 6.4618)  -0.587
C (2.3831, 1.7882, 4.4622)  -0.837
C (1.1245, 2.1914, 4.7957)  -0.785
C (0.0330, 2.0564, 3.8956)  1.352
C (-1.2756, 2.4914, 4.1815)  -0.402
C (-2.2514, 2.3541, 3.2192)  -0.756
C (-1.9230, 1.7898, 1.9809)  -0.218
N (-0.7084, 1.3392, 1.7068)  -0.590
C (0.2676, 1.4613, 2.6373)  0.080
C (1.5765, 0.9668, 2.3196)  0.501
N (1.7220, 0.3302, 1.1451)  -0.507
C (2.8964, -0.1288, 0.7661)  -0.169
C (4.0305, 0.0283, 1.5621)  -0.903
C (3.9137, 0.6512, 2.7840)  -0.236
C (2.6674, 1.1450, 3.2117)  1.085
H (0.9622, 2.6443, 5.7667)  0.592
H (-1.4986, 2.9437, 5.1384)  0.526
H (-3.2595, 2.6941, 3.4006)  0.445
H (-2.6693, 1.7335, 1.1947)  0.486
H (2.9480, -0.6295, -0.1924)  0.447
H (4.9814, -0.3500, 1.2246)  0.449
H (4.7831, 0.7494, 3.4201)  0.619
F (3.0136, -0.9223, -5.8604)  -0.321
C (2.6876, -1.9222, -5.0371)  0.336
C (1.9728, -1.6020, -3.9155)  -0.868
C (1.5793, -2.5927, -3.0114)  0.818
C (0.8334, -2.2112, -1.8111)  1.666
O (0.4949, -1.0145, -1.6549)  -1.040
C (0.6146, -3.2983, -0.9098)  -0.381
C (0.9752, -4.5807, -1.2474)  -0.323
N (1.5659, -4.9193, -2.3943)  0.249
C (1.8694, -6.3108, -2.6272)  -0.349
C (0.8391, -7.3541, -2.3127)  -0.945
C (1.1580, -7.0316, -3.7392)  -0.400
C (1.9255, -3.9376, -3.2899)  -0.839
C (2.6511, -4.2421, -4.4458)  -0.196
C (3.0461, -3.2614, -5.3589)  -0.459
N (3.7625, -3.5779, -6.4874)  0.123
C (3.5733, -4.8115, -7.2142)  -0.800
C (4.9243, -5.4921, -7.4886)  -0.713
N (5.9529, -4.4600, -7.8180)  -0.062
C (5.3232, -3.2291, -8.3562)  -0.942
C (4.4789, -2.5729, -7.2612)  -0.625
C (0.0272, -3.1269, 0.4955)  0.395
O (0.2357, -4.0175, 1.2862)  -0.528
O (-0.6436, -2.0646, 0.7029)  -0.712
H (1.7054, -0.5710, -3.7325)  0.575
H (0.7895, -5.3771, -0.5389)  0.792
H (2.9076, -6.5508, -2.4218)  0.434
H (-0.1217, -7.0552, -1.9241)  0.349
H (1.1889, -8.2906, -1.9086)  0.282
H (0.4200, -6.4789, -4.3008)  0.227
H (1.7025, -7.7563, -4.3237)  0.317
H (2.9210, -5.2699, -4.6178)  0.860
H (3.0736, -4.5878, -8.1646)  0.328
H (2.9229, -5.4946, -6.6742)  0.489
H (4.8124, -6.1803, -8.3273)  0.384
H (5.2622, -6.0581, -6.6219)  0.409
H (6.6343, -4.8334, -8.4901)  0.369
H (6.4711, -4.2079, -6.9679)  0.396
H (4.7261, -3.4902, -9.2321)  0.395
H (6.0904, -2.5235, -8.6768)  0.423
H (3.7938, -1.8692, -7.7475)  0.400
H (5.1124, -1.9920, -6.5811)  0.493


# 4
Here is C29H25IN7SSn as an isolated structure in a non-equilibrium geometry from the OMol25 dataset. Energies are from the ωB97M-V functional and the def2-TZVPD basis.

Properties
charge = +3
E_LUMO = -0.3768 Eh
spin multiplicity = 1
energy = -2412.614344 hartree
gap between HOMO and LUMO = 5.797 eV
max |F| = 2.382 eV/Å
highest occupied orbital energy = -16.05 eV

Last column: Mulliken charge in e.
Element x y z (Å)
Sn (0.7502, 0.3586, 0.3042)  1.470
C (1.4035, -3.7398, -2.3587)  -2.083
C (0.8953, -2.5971, -1.5404)  0.590
N (1.6251, -1.8836, -0.7693)  0.733
N (2.9463, -2.1416, -0.6460)  -0.837
C (3.6907, -1.5567, 0.3015)  0.632
N (4.9586, -1.9043, 0.4087)  -0.386
S (3.0435, -0.4307, 1.4037)  -0.299
C (-0.5498, -2.3129, -1.4724)  0.868
C (-1.4861, -3.1087, -2.1195)  -0.992
C (-2.8399, -2.8580, -1.9361)  -0.736
C (-3.2222, -1.8301, -1.0935)  -1.109
C (-2.2257, -1.0769, -0.4921)  0.008
N (-0.9305, -1.2989, -0.6842)  0.531
H (2.4298, -3.5887, -2.6906)  0.589
H (0.8014, -3.8958, -3.2478)  0.530
H (1.3644, -4.6596, -1.7675)  0.362
H (3.3763, -2.8466, -1.2346)  0.164
H (5.3888, -2.6145, -0.1680)  0.206
H (5.5467, -1.4764, 1.1098)  0.248
H (-1.1849, -3.9273, -2.7537)  0.413
H (-3.5784, -3.4610, -2.4459)  0.478
H (-4.2633, -1.6075, -0.9104)  0.507
H (-2.4763, -0.2721, 0.1868)  0.349
C (-1.5373, -4.2031, 3.3345)  -0.591
C (-0.6908, -3.9566, 2.2583)  -0.678
C (-0.2679, -2.6712, 1.9937)  0.416
C (-0.7056, -1.6124, 2.7948)  -0.182
C (-1.5494, -1.8650, 3.8903)  -0.394
C (-1.9488, -3.1569, 4.1549)  -0.727
N (-0.2823, -0.3193, 2.4849)  1.156
N (-0.4516, 0.5729, 3.3211)  -0.749
C (-0.0262, 1.8672, 3.1017)  0.026
C (-0.2842, 2.7931, 4.1026)  -0.506
C (0.1517, 4.0997, 3.9262)  -0.471
C (0.8318, 4.4165, 2.7616)  -0.733
C (1.0439, 3.4253, 1.8111)  -0.307
N (0.6182, 2.1764, 1.9694)  0.173
H (-1.8681, -5.2120, 3.5385)  0.455
H (-0.3611, -4.7773, 1.6362)  0.475
H (0.4377, -2.4682, 1.2004)  0.206
H (-1.8814, -1.0351, 4.4968)  0.499
H (-2.5903, -3.3591, 5.0010)  0.430
H (-0.8135, 2.4743, 4.9891)  0.566
H (-0.0314, 4.8452, 4.6873)  0.451
H (1.1994, 5.4172, 2.5873)  0.472
H (1.5752, 3.6436, 0.8919)  0.432
I (2.9040, 1.3797, -1.8173)  0.152
C (1.4276, 2.5105, -2.8137)  0.419
C (1.8052, 3.1350, -3.9665)  -0.563
C (0.8810, 3.9305, -4.6639)  -0.885
C (-0.3797, 4.0849, -4.1680)  -0.920
C (-0.7964, 3.4597, -2.9717)  0.830
C (-2.0976, 3.6630, -2.4626)  -0.795
C (-2.5155, 3.0862, -1.3015)  -1.306
C (-1.6384, 2.2305, -0.5955)  -0.420
C (-0.4000, 2.0400, -1.1046)  0.741
C (0.1359, 2.6147, -2.2568)  0.219
H (2.8167, 3.0401, -4.3360)  0.463
H (1.1864, 4.4272, -5.5735)  0.433
H (-1.0974, 4.7113, -4.6823)  0.452
H (-2.7692, 4.3005, -3.0236)  0.464
H (-3.5024, 3.2556, -0.8936)  0.470
H (-1.9919, 1.7651, 0.3137)  0.593